1.
# C28H21Br4CaClN4O8S3Se

C28H21Br4CaClN4O8S3Se as an isolated structure (wB97M-V/def2-TZVPD, the Open Molecules 2025 dataset).

Energy, Ha: -16930.360331
Charge: -2
HOMO, eV: -1.4
Energy above the lowest of the compared OMol25 structures with the same formula, charge and spin, kcal/mol: 28.6
E_LUMO, eV: 3.11

Element x y z (Å)
Ca -0.055 0.045 0.053
O 2.534 3.364 -0.330
Cl 1.398 2.651 -0.827
O 1.025 3.150 -2.122
O 1.746 1.222 -0.955
O 0.292 2.697 0.088
O -1.656 1.050 -1.525
S -3.031 1.613 -1.619
C -3.590 1.035 -3.264
C -3.092 -0.375 -3.587
C -1.735 -0.391 -4.298
C -1.197 -1.807 -4.491
S -0.199 -2.407 -3.056
O -0.476 -1.462 -1.951
C 1.408 -1.926 -3.700
C 1.896 -0.660 -3.426
C 3.165 -0.315 -3.874
C 3.926 -1.232 -4.587
C 3.425 -2.504 -4.853
C 2.163 -2.857 -4.400
C -4.157 0.624 -0.643
C -5.392 1.197 -0.367
C -6.325 0.482 0.367
C -6.005 -0.790 0.829
C -4.761 -1.346 0.569
C -3.823 -0.634 -0.169
H -3.187 1.767 -3.973
H -4.675 1.113 -3.272
H -3.833 -0.865 -4.227
H -3.033 -0.969 -2.673
H -1.024 0.217 -3.735
H -1.844 0.065 -5.287
H -0.553 -1.885 -5.367
H -2.011 -2.527 -4.606
H 1.316 0.040 -2.836
H 3.555 0.668 -3.641
H 4.921 -0.964 -4.921
H 4.029 -3.226 -5.388
H 1.775 -3.857 -4.563
H -5.605 2.210 -0.698
H -7.285 0.927 0.602
H -6.725 -1.347 1.418
H -4.501 -2.332 0.931
H -2.845 -1.060 -0.346
Br -3.117 2.450 6.180
C -1.857 1.774 4.926
C -0.534 1.597 5.284
Br 0.065 2.016 7.038
C 0.374 1.096 4.327
Br 2.212 0.833 4.740
C -0.001 0.768 3.024
O 0.815 0.320 2.125
C -1.401 0.942 2.649
O -1.752 0.631 1.446
C -2.273 1.449 3.618
Br -4.072 1.672 3.050
Se 2.615 -5.170 -1.238
N 3.923 -4.844 -0.069
C 3.711 -3.619 0.351
C 4.534 -2.925 1.293
C 4.192 -1.661 1.598
C 3.021 -1.050 1.016
N 2.229 -1.639 0.174
C 2.563 -2.914 -0.201
N 1.863 -3.575 -1.093
H 5.390 -3.433 1.722
H 4.757 -1.068 2.306
H 2.744 -0.054 1.345
S -0.770 -3.054 1.184
C -2.195 -3.824 0.829
N -3.198 -4.365 0.567

Charges in e, computed with Mulliken, in the same order as the atoms: atom 1 (Ca): 1.2119, atom 2 (O): -0.7263, atom 3 (Cl): 1.8428, atom 4 (O): -0.7116, atom 5 (O): -0.6455, atom 6 (O): -0.6142, atom 7 (O): -0.1232, atom 8 (S): -0.1492, atom 9 (C): -1.0238, atom 10 (C): -0.1956, atom 11 (C): -0.2859, atom 12 (C): -1.0848, atom 13 (S): 0.2390, atom 14 (O): -0.1304, atom 15 (C): 0.7862, atom 16 (C): -0.3591, atom 17 (C): -0.7698, atom 18 (C): -0.5187, atom 19 (C): -0.5622, atom 20 (C): -0.5779, atom 21 (C): 1.0927, atom 22 (C): -0.6130, atom 23 (C): -0.6207, atom 24 (C): -0.6301, atom 25 (C): -0.5981, atom 26 (C): 0.0424, atom 27 (H): 0.4869, atom 28 (H): 0.5125, atom 29 (H): 0.5042, atom 30 (H): -0.1648, atom 31 (H): -0.0650, atom 32 (H): 0.5381, atom 33 (H): 0.5327, atom 34 (H): 0.5106, atom 35 (H): 0.2615, atom 36 (H): 0.4694, atom 37 (H): 0.3732, atom 38 (H): 0.3879, atom 39 (H): 0.4503, atom 40 (H): 0.3814, atom 41 (H): 0.3448, atom 42 (H): 0.3719, atom 43 (H): 0.2788, atom 44 (H): 0.0020, atom 45 (Br): -0.2649, atom 46 (C): -0.0457, atom 47 (C): 0.1489, atom 48 (Br): -0.2604, atom 49 (C): -0.1109, atom 50 (Br): -0.2252, atom 51 (C): 0.1298, atom 52 (O): -0.4584, atom 53 (C): -0.3024, atom 54 (O): -0.0357, atom 55 (C): -0.1812, atom 56 (Br): -0.1142, atom 57 (Se): 0.1416, atom 58 (N): -0.9010, atom 59 (C): 0.8326, atom 60 (C): -0.5612, atom 61 (C): -1.1047, atom 62 (C): -0.3214, atom 63 (N): 0.4629, atom 64 (C): 0.0928, atom 65 (N): -0.0813, atom 66 (H): 0.4247, atom 67 (H): 0.3995, atom 68 (H): 0.5686, atom 69 (S): -0.2591, atom 70 (C): 0.4461, atom 71 (N): -0.8713

2.
# C28H21ClF3N3O3

One molecule with the formula C28H21ClF3N3O3 (wB97M-V/def2-TZVPD, the Open Molecules 2025 dataset).

Structure (SMILES): Cc1ccc(C(=O)N/C(=C/c2ccc(-c3cc(C(F)(F)F)ccc3Cl)o2)C(=O)NCc2cccnc2)cc1
Energy, Ha: -2229.430091
Charge: 0
HOMO, eV: -7.5
Energy above the lowest of the compared OMol25 structures with the same formula, charge and spin, kcal/mol: 4.3
E_LUMO, eV: -0.04

Element x y z (Å)
C 9.457 -0.320 -0.306
C 7.970 -0.208 -0.184
C 7.392 0.868 0.484
C 6.021 0.985 0.577
C 5.188 0.018 0.017
C 5.761 -1.052 -0.665
C 7.135 -1.157 -0.763
H 7.568 -1.987 -1.302
H 5.140 -1.790 -1.155
C 3.723 0.205 0.144
O 3.196 1.289 0.286
N 2.993 -0.961 0.133
C 1.611 -0.998 0.119
C 0.931 -2.108 0.465
C -0.491 -2.270 0.415
C -1.260 -3.315 0.886
C -2.593 -2.983 0.605
C -2.567 -1.763 -0.036
C -3.665 -0.976 -0.560
C -4.941 -1.171 -0.026
C -6.025 -0.460 -0.504
C -5.870 0.473 -1.524
C -4.614 0.679 -2.058
C -3.519 -0.032 -1.588
Cl -1.985 0.263 -2.315
H -4.471 1.394 -2.852
H -6.722 1.024 -1.890
C -7.388 -0.646 0.098
F -7.750 0.406 0.861
F -8.349 -0.766 -0.836
F -7.485 -1.728 0.881
H -5.074 -1.872 0.781
O -1.289 -1.339 -0.145
H -3.458 -3.577 0.820
H -0.903 -4.199 1.373
H 1.472 -2.981 0.807
C 0.935 0.244 -0.419
O 0.934 0.489 -1.604
N 0.310 0.975 0.524
H 0.464 0.755 1.494
C -0.395 2.190 0.206
C -1.863 2.135 0.540
C -2.753 3.013 -0.071
C -4.094 2.967 0.267
C -4.504 2.037 1.211
N -3.672 1.192 1.792
C -2.393 1.244 1.467
H -1.765 0.528 1.981
H -5.539 1.962 1.515
H -4.805 3.637 -0.190
H -2.392 3.721 -0.804
H 0.066 3.035 0.734
H -0.265 2.351 -0.868
H 3.482 -1.843 0.208
H 5.568 1.823 1.085
H 8.027 1.620 0.929
H 9.761 -1.354 -0.449
H 9.801 0.255 -1.167
H 9.950 0.077 0.578

Charges in e, computed with Mulliken, in the same order as the atoms: atom 1 (C): -1.4148, atom 2 (C): 0.9260, atom 3 (C): -0.5807, atom 4 (C): -0.6137, atom 5 (C): 0.3625, atom 6 (C): -0.6181, atom 7 (C): -0.8048, atom 8 (H): 0.3637, atom 9 (H): 0.4525, atom 10 (C): 0.6039, atom 11 (O): -0.6111, atom 12 (N): -0.1295, atom 13 (C): 0.1542, atom 14 (C): -0.5859, atom 15 (C): 0.4507, atom 16 (C): -1.3109, atom 17 (C): -0.5234, atom 18 (C): -0.4283, atom 19 (C): 0.7485, atom 20 (C): -0.7525, atom 21 (C): -0.0711, atom 22 (C): -0.8228, atom 23 (C): -0.6836, atom 24 (C): 0.9025, atom 25 (Cl): -0.1761, atom 26 (H): 0.4845, atom 27 (H): 0.4548, atom 28 (C): 0.8106, atom 29 (F): -0.2611, atom 30 (F): -0.2769, atom 31 (F): -0.2910, atom 32 (H): 0.4777, atom 33 (O): 0.0827, atom 34 (H): 0.6037, atom 35 (H): 0.4936, atom 36 (H): 0.4228, atom 37 (C): 0.1403, atom 38 (O): -0.6913, atom 39 (N): 0.1589, atom 40 (H): 0.3559, atom 41 (C): -1.3391, atom 42 (C): 0.9405, atom 43 (C): -0.3358, atom 44 (C): -0.5453, atom 45 (C): -0.4928, atom 46 (N): -0.6417, atom 47 (C): -0.2314, atom 48 (H): 0.4179, atom 49 (H): 0.5121, atom 50 (H): 0.4523, atom 51 (H): 0.4362, atom 52 (H): 0.3842, atom 53 (H): 0.4537, atom 54 (H): 0.3663, atom 55 (H): 0.4329, atom 56 (H): 0.3707, atom 57 (H): 0.3676, atom 58 (H): 0.2783, atom 59 (H): 0.3707

3.
# C28H21Co2N2O7

C28H21Co2N2O7 as an isolated structure (wB97M-V/def2-TZVPD, the Open Molecules 2025 dataset).

Energy, Ha: -4481.238582
Charge: -1
HOMO, eV: -4.2
Energy above the lowest of the compared OMol25 structures with the same formula, charge and spin, kcal/mol: 20.9
E_LUMO, eV: 2.38

Element x y z (Å)
H 0.288 0.594 0.054
C 0.850 0.589 -0.952
H 1.861 0.260 -0.631
C 0.255 -0.376 -1.927
C -0.252 0.026 -3.125
N -0.252 1.335 -3.492
C -1.161 1.806 -4.571
C -2.500 2.139 -3.992
C -2.691 3.360 -3.339
C -3.807 3.531 -2.515
C -4.758 2.512 -2.383
C -4.617 1.345 -3.143
C -3.514 1.174 -3.982
C 0.373 2.277 -2.730
C 1.049 1.935 -1.598
C 1.958 2.979 -1.042
N 3.002 2.550 -0.234
O 1.764 4.165 -1.293
H 0.147 -1.423 -1.661
H -0.711 -0.658 -3.845
H -0.683 2.696 -4.987
H -1.236 1.002 -5.306
H -1.932 4.142 -3.438
H -3.913 4.451 -1.943
H -5.609 2.632 -1.705
H -5.353 0.546 -3.057
H -3.384 0.267 -4.582
H 0.262 3.297 -3.117
H 3.417 1.643 -0.410
H 3.705 3.259 -0.067
O 1.220 -2.250 0.198
C 2.035 -1.692 0.821
Co 2.869 -0.563 1.883
C 4.341 -0.749 0.931
O 5.156 -0.787 0.109
C 3.045 1.149 2.318
O 3.058 2.176 2.847
C 2.247 -1.202 3.452
C 1.245 -0.647 2.699
C 0.016 -0.252 2.298
C -1.138 -1.111 2.518
C -2.375 -0.563 2.930
C -3.511 -1.359 3.053
C -3.433 -2.731 2.757
C -2.196 -3.310 2.462
C -1.059 -2.513 2.385
Co 3.478 -2.798 2.991
C 3.472 -3.712 4.490
O 3.556 -4.316 5.474
C 5.165 -3.228 2.766
O 6.250 -3.624 2.758
C 2.785 -3.941 1.827
O 2.350 -4.772 1.147
H 2.460 -0.976 4.505
H -0.134 0.762 1.890
H -2.410 0.503 3.158
H -4.477 -0.896 3.279
H -4.344 -3.328 2.714
H -2.130 -4.362 2.188
H -0.096 -2.960 2.166

Charges in e, computed with Mulliken, in the same order as the atoms: atom 1 (H): -0.3435, atom 2 (C): 1.9206, atom 3 (H): -0.5306, atom 4 (C): -0.9743, atom 5 (C): -0.5510, atom 6 (N): 0.2039, atom 7 (C): -1.6904, atom 8 (C): 1.0868, atom 9 (C): -0.3058, atom 10 (C): -0.5321, atom 11 (C): -0.4967, atom 12 (C): -0.4246, atom 13 (C): -0.5127, atom 14 (C): -0.2227, atom 15 (C): -0.0763, atom 16 (C): -0.0607, atom 17 (N): -0.2568, atom 18 (O): -0.7016, atom 19 (H): 0.4067, atom 20 (H): 0.2659, atom 21 (H): 0.4908, atom 22 (H): 0.5095, atom 23 (H): 0.2853, atom 24 (H): 0.3626, atom 25 (H): 0.3621, atom 26 (H): 0.3579, atom 27 (H): 0.2962, atom 28 (H): 0.4058, atom 29 (H): 0.1940, atom 30 (H): 0.2365, atom 31 (O): -0.2483, atom 32 (C): -0.2115, atom 33 (Co): 0.5163, atom 34 (C): 0.0277, atom 35 (O): -0.4309, atom 36 (C): -0.3053, atom 37 (O): -0.4203, atom 38 (C): -0.0938, atom 39 (C): -0.1838, atom 40 (C): -0.3063, atom 41 (C): 0.7462, atom 42 (C): -0.5032, atom 43 (C): -0.5360, atom 44 (C): -0.3443, atom 45 (C): -0.7400, atom 46 (C): -0.1487, atom 47 (Co): -0.0794, atom 48 (C): 0.1941, atom 49 (O): -0.4146, atom 50 (C): 0.2767, atom 51 (O): -0.4223, atom 52 (C): 0.3474, atom 53 (O): -0.4060, atom 54 (H): 0.6676, atom 55 (H): 0.5925, atom 56 (H): 0.3782, atom 57 (H): 0.3316, atom 58 (H): 0.3487, atom 59 (H): 0.3691, atom 60 (H): 0.2938

> Which of these has the lowest charge?

C28H21Br4CaClN4O8S3Se

> Which value of energy above the lowest of the compared OMol25 structures with the same formula, charge and spin does entry 3 give?

20.9 kcal/mol

> The highest HOMO belongs to which entry?

C28H21Br4CaClN4O8S3Se